# 1
Entry from the Open Molecules 2025 dataset: a cluster of 8 separate species, C16H47NO8 in total (ωB97M-V/def2-TZVPD).

Atoms and positions in Å:
C (-1.753185, 2.644500, -3.716328)
C (-1.146955, 1.862343, -2.561310)
C (0.259710, 1.294687, -3.001450)
C (1.383356, 2.362383, -3.012860)
C (1.389532, 3.032209, -1.631526)
C (0.037001, 3.625890, -1.087001)
N (-1.022819, 2.629231, -1.306216)
O (-2.196937, 2.881294, -0.685800)
C (0.182521, 3.877997, 0.488032)
C (-0.236143, 4.993325, -1.697581)
C (-1.984976, 0.590593, -2.305220)
H (-2.830854, 2.708146, -3.565689)
H (-1.536969, 2.139352, -4.657695)
H (-1.390169, 3.657372, -3.890734)
H (0.588416, 0.552787, -2.273689)
H (0.266051, 0.798799, -3.972096)
H (1.326281, 3.049155, -3.857364)
H (2.283563, 1.806815, -3.275691)
H (2.084958, 3.857024, -1.787005)
H (1.833980, 2.354158, -0.902951)
H (0.331275, 2.992789, 1.106406)
H (1.001386, 4.564202, 0.704064)
H (-0.743918, 4.327378, 0.845634)
H (0.181372, 4.978727, -2.704343)
H (-1.290665, 5.268315, -1.719296)
H (0.220493, 5.797246, -1.120275)
H (-3.020317, 0.852637, -2.087269)
H (-1.668585, -0.004082, -1.448269)
H (-2.033712, 0.059084, -3.255602)
H (-2.350336, 2.089058, -0.165782)
C (-2.332935, -3.655659, 1.106958)
O (-2.826838, -4.994885, 1.248696)
H (-1.354035, -3.682710, 0.628297)
H (-2.934444, -3.082739, 0.401222)
H (-2.257106, -3.270397, 2.123778)
H (-2.141708, -5.552480, 1.624578)
C (-1.331963, -0.839812, 4.179071)
O (-2.490298, -0.580442, 3.459903)
H (-0.463313, -0.537903, 3.593911)
H (-1.306086, -0.208169, 5.067021)
H (-1.222820, -1.849520, 4.574889)
H (-3.262698, -0.730451, 4.009909)
C (-4.247798, 0.716791, 0.924453)
O (-2.837704, 0.631543, 0.839544)
H (-4.685019, -0.049538, 1.564504)
H (-4.563107, 1.689340, 1.302372)
H (-4.703407, 0.616705, -0.060692)
H (-2.537602, 0.314729, 1.694618)
C (0.182479, -1.113487, 0.208006)
O (1.484917, -1.562258, 0.460400)
H (-0.400886, -1.751895, -0.455498)
H (-0.325710, -1.039288, 1.169429)
H (0.187585, -0.156321, -0.313443)
H (1.779958, -1.143920, 1.272515)
C (3.312008, -0.853016, 3.380008)
O (2.344384, -0.191003, 2.567814)
H (3.991590, -1.352384, 2.689428)
H (3.799587, -0.181511, 4.086726)
H (2.788850, -1.598176, 3.979299)
H (2.836894, 0.514702, 2.142366)
C (1.481784, -4.471497, -1.636648)
O (1.984069, -3.149958, -1.784091)
H (1.453821, -4.785372, -0.593192)
H (0.450148, -4.430868, -1.986203)
H (2.029982, -5.170152, -2.268692)
H (1.721572, -2.532987, -1.097043)
C (4.503788, -3.764237, 1.183157)
O (5.005167, -3.564124, 2.455007)
H (4.191418, -2.822108, 0.732690)
H (5.241441, -4.187089, 0.501130)
H (3.600200, -4.373662, 1.198313)
H (5.690484, -2.897206, 2.370397)

Forces on the atoms, in the same order (eV/Å):
C -0.6 0.9 -0.1
C 1.5 -2.7 -0.6
C 0.8 1.3 0.5
C -1.3 -1.0 0.0
C 0.5 0.4 -0.8
C 1.8 -0.5 2.0
N -0.5 1.3 -1.1
O 1.5 1.0 -0.7
C -0.7 -0.4 -0.6
C -0.5 0.2 -0.8
C -1.0 0.8 0.0
H 0.0 0.1 -0.2
H -0.1 -0.4 0.2
H 0.2 0.0 0.4
H -0.2 -0.2 0.0
H -0.7 0.0 0.1
H -0.5 0.4 0.2
H 0.4 0.2 0.7
H -0.1 0.3 0.8
H -0.2 0.0 0.1
H 0.1 -0.3 -0.4
H 0.0 0.0 -0.4
H 0.1 0.2 0.0
H -0.2 0.4 -0.1
H -0.1 -0.3 -0.1
H 0.4 -0.3 0.0
H -0.1 0.1 0.0
H 0.4 -0.1 -0.4
H 0.3 -0.3 0.3
H -0.9 -1.7 1.1
C 0.6 -1.3 0.2
O -0.5 0.3 -0.6
H 0.3 0.1 0.2
H -0.5 -0.1 0.5
H 0.0 0.8 -0.3
H 0.1 0.1 0.0
C 1.1 0.6 1.4
O -0.9 0.0 -1.1
H -0.1 -0.3 -0.2
H 0.1 0.2 0.2
H -0.1 -0.3 -0.5
H 0.0 0.0 0.0
C -0.9 0.3 -0.1
O 0.1 0.3 -0.7
H 0.2 -0.1 0.0
H 0.0 0.1 0.2
H 0.3 -0.2 -0.1
H 0.3 -0.2 0.6
C -0.3 0.4 0.4
O -0.2 -0.8 -1.2
H 0.3 -0.5 0.1
H -0.5 0.2 -0.2
H 0.0 0.5 0.2
H 0.4 0.3 0.6
C -0.1 -0.7 0.1
O -0.2 0.7 0.3
H 0.3 -0.1 0.6
H 0.1 0.1 -0.2
H 0.0 -0.1 -0.2
H -0.2 0.2 -0.2
C -0.9 1.1 0.1
O 0.9 -0.2 -0.9
H 0.3 -0.2 0.1
H -0.3 -0.5 -0.1
H 0.2 0.2 0.2
H 0.0 -0.5 0.5
C -0.6 0.3 -1.5
O 0.4 0.1 1.2
H -0.1 0.3 -0.2
H 0.0 -0.3 0.0
H 0.2 -0.2 0.3
H 0.2 -0.1 0.2

The net charge is +1. As for the spin multiplicity: 2. For the gap between HOMO and LUMO (alpha / beta), the calculation gives 9.50 / 5.55 eV. As for the HOMO energy (alpha / beta): -11.64 / -11.64 eV.

These are the Mulliken partial charges, in e, on atoms 1 to 2: number 1, C, carries -1.713; number 2, C, carries 1.064


# 2
Entry from the Open Molecules 2025 dataset: a structure of composition C16H48BF4KO8 (ωB97M-V/def2-TZVPD).

Atoms and positions in Å:
K (10.288720, 4.154815, -17.781853)
B (7.280302, 5.211252, -19.739267)
F (8.046990, 4.156619, -19.236760)
F (8.193859, 6.282414, -19.988506)
F (6.640473, 4.874365, -20.924867)
F (6.369584, 5.684266, -18.769926)
C (6.252648, 1.503818, -20.780639)
C (6.146129, 1.885821, -22.245979)
O (7.162007, 2.786112, -22.663310)
H (5.839382, 2.265322, -20.115467)
H (7.271830, 1.227282, -20.506494)
H (5.632522, 0.633031, -20.541542)
H (5.177067, 2.386321, -22.371679)
H (6.105501, 1.001797, -22.880673)
H (7.165860, 3.489954, -22.000881)
C (4.298069, 2.991488, -15.459347)
C (5.120084, 3.759188, -16.467158)
O (4.244657, 4.314796, -17.473766)
H (3.247254, 3.297761, -15.427112)
H (4.555786, 3.215576, -14.422604)
H (4.252567, 1.936137, -15.729956)
H (5.928279, 3.188065, -16.931265)
H (5.543819, 4.664176, -16.010692)
H (4.850602, 4.654843, -18.149002)
C (2.412087, 4.921110, -20.281837)
C (3.455763, 4.091472, -20.985510)
O (4.134783, 4.906174, -21.937651)
H (1.808011, 4.347042, -19.570184)
H (1.771986, 5.566552, -20.879233)
H (2.911545, 5.611041, -19.587985)
H (2.972031, 3.285459, -21.542418)
H (4.162029, 3.701537, -20.250848)
H (5.012342, 5.162109, -21.612198)
C (10.397994, 1.979211, -22.431814)
C (10.547960, 3.133329, -21.451659)
O (11.094304, 2.613053, -20.223014)
H (9.687201, 1.233575, -22.070461)
H (11.323526, 1.417007, -22.578143)
H (9.981055, 2.291552, -23.390894)
H (9.558637, 3.543535, -21.244115)
H (11.115620, 4.008898, -21.777938)
H (12.005006, 2.369992, -20.418388)
C (11.886827, 9.410149, -22.862672)
C (11.980588, 7.960622, -22.390359)
O (11.043360, 7.723544, -21.359617)
H (10.907946, 9.649670, -23.277739)
H (12.669284, 9.639234, -23.592412)
H (12.052282, 10.085102, -22.021168)
H (12.996233, 7.803442, -22.014535)
H (11.842986, 7.271068, -23.230668)
H (10.221040, 7.435957, -21.820698)
C (9.030176, 6.150101, -24.812293)
C (8.487789, 5.814449, -23.442396)
O (8.663853, 6.980115, -22.618618)
H (9.231410, 5.274847, -25.432201)
H (9.985930, 6.664301, -24.689558)
H (8.358361, 6.789374, -25.383123)
H (9.041589, 5.010169, -22.959286)
H (7.421321, 5.602287, -23.524468)
H (8.510681, 6.762442, -21.683033)
C (6.577699, 9.061130, -18.942349)
C (5.267591, 8.743327, -18.196065)
O (5.575477, 8.137784, -16.945172)
H (7.313975, 9.621376, -18.366157)
H (6.296830, 9.646274, -19.825690)
H (7.061259, 8.133405, -19.228959)
H (4.705391, 8.064630, -18.841751)
H (4.764802, 9.690447, -17.997019)
H (5.695014, 7.196691, -17.109151)
C (8.223222, 0.790812, -17.659075)
C (9.392375, 0.903521, -16.668931)
O (9.486752, 2.222929, -16.125799)
H (8.260062, 1.515636, -18.472708)
H (7.282521, 0.953512, -17.125651)
H (8.194197, -0.197240, -18.118530)
H (10.240815, 0.708042, -17.336170)
H (9.306350, 0.111050, -15.929202)
H (9.566657, 2.062062, -15.179846)

Forces on the atoms, in the same order (eV/Å):
K -0.3 0.0 -0.5
B 0.5 1.6 0.5
F 0.0 -0.6 0.2
F 0.0 -0.4 -0.1
F 0.1 -0.2 0.1
F 0.0 -0.6 -0.3
C -0.3 -0.6 0.3
C -0.9 0.5 0.4
O 0.3 -0.5 0.1
H 0.5 0.3 -0.1
H 0.1 0.2 0.0
H 0.0 -0.1 -0.3
H 0.0 -0.1 -0.1
H 0.5 0.1 -0.2
H -0.1 0.1 -0.3
C -0.8 -0.1 0.1
C -0.7 1.7 -0.1
O 0.4 -0.8 -0.2
H 0.1 0.3 -0.7
H 0.7 -0.6 -0.1
H 0.3 -0.1 0.5
H -0.1 -0.2 0.1
H 0.4 -0.4 0.4
H -0.3 0.2 0.0
C 0.0 0.6 1.8
C -0.3 0.8 -0.5
O 0.3 0.0 -0.2
H -0.1 -0.3 -0.4
H 0.0 -0.4 -0.5
H 0.2 0.1 -0.2
H 0.2 -0.2 0.1
H -0.1 -0.3 0.0
H -0.6 -0.2 0.0
C -0.2 -0.1 -0.3
C -0.6 -0.4 -0.1
O 0.0 0.6 0.4
H -0.1 0.3 0.3
H 0.2 0.3 -0.2
H 0.2 0.2 0.0
H 0.0 -0.2 0.4
H 0.4 -0.3 -0.3
H 0.0 -0.1 0.1
C 0.3 0.1 0.0
C 0.1 0.8 -0.2
O -0.2 -0.7 -0.3
H 0.0 -0.1 -0.1
H -0.1 -0.1 -0.1
H -0.1 -0.1 0.1
H -0.1 -0.2 0.2
H -0.1 0.0 0.0
H 0.4 0.3 0.3
C 0.5 0.0 -0.2
C 0.0 0.7 0.2
O 0.2 0.2 0.0
H -0.2 -0.2 0.2
H 0.0 0.1 -0.1
H 0.0 0.1 0.2
H -0.2 -0.4 -0.3
H 0.0 -0.4 0.2
H -0.5 -0.2 -0.3
C -0.6 0.0 -0.2
C 1.8 0.3 -0.1
O -0.4 -0.2 0.2
H -0.3 0.2 0.3
H 0.3 -0.1 -0.1
H 0.0 0.0 -0.3
H -0.4 0.2 0.2
H -0.4 -0.3 0.1
H 0.0 0.0 0.0
C -0.5 0.3 0.8
C -0.5 -0.5 -2.6
O 0.1 -0.6 0.7
H 0.3 0.1 0.1
H -0.1 -0.1 -0.1
H 0.1 -0.1 0.1
H 0.5 0.0 0.7
H 0.2 0.3 0.3
H 0.0 0.6 0.0

The energy above the lowest of the compared OMol25 structures with the same formula, charge and spin is 19.15 kcal per mole. For the gap between HOMO and LUMO, the calculation gives 8.44 eV. As for the HOMO energy: -9.34 eV.

These are the Mulliken partial charges, in e, on atoms 1 to 2: number 1, K, carries 0.984; number 2, B, carries 0.229


# 3
Entry from the Open Molecules 2025 dataset: a structure of composition C16H48FeNO19 (ωB97M-V/def2-TZVPD).

Atoms and positions in Å:
Fe (0.811183, 0.696089, -3.072279)
N (0.221843, -0.465811, -0.069759)
O (-0.889907, -0.059781, 0.333621)
O (0.638973, -1.502321, 0.357181)
O (0.717963, 0.123829, -1.022959)
C (3.098453, 0.728529, 4.252671)
C (2.303553, -0.403471, 3.612471)
O (2.880603, -1.271261, 2.584391)
O (3.658503, 0.238309, 5.429551)
H (2.411873, 1.513719, 4.569171)
H (3.870233, 1.007779, 3.535391)
H (1.449853, 0.084219, 3.141881)
H (1.907773, -1.110461, 4.341591)
H (2.230943, -1.506951, 1.918071)
H (4.039783, -0.634421, 5.308831)
C (-2.052567, 4.304209, -1.281729)
C (-3.028717, 3.208299, -1.824909)
O (-2.289927, 2.077269, -2.155419)
O (-1.004367, 4.502169, -2.187779)
H (-1.659147, 4.138839, -0.278739)
H (-2.717397, 5.153009, -1.121609)
H (-3.381287, 3.567669, -2.791679)
H (-3.874387, 2.943539, -1.190209)
H (-2.634557, 1.473009, -1.493839)
H (-0.602607, 5.358569, -2.024179)
C (-4.631357, -0.718821, -1.617559)
C (-5.776777, -1.236351, -0.777589)
O (-5.168297, -2.163121, 0.070831)
O (-3.707687, 0.085779, -0.849109)
H (-4.987697, -0.132801, -2.464729)
H (-4.131067, -1.561281, -2.095129)
H (-6.558807, -1.728831, -1.355509)
H (-6.288627, -0.491821, -0.167849)
H (-5.800057, -2.777321, 0.451911)
H (-3.430117, -0.585891, -0.221889)
C (-2.243327, -2.009391, 3.144141)
C (-1.172977, -3.134251, 3.064741)
O (-1.357347, -4.113191, 3.982751)
O (-2.514347, -1.661151, 4.445211)
H (-3.192247, -2.340421, 2.722151)
H (-1.947527, -1.167891, 2.517661)
H (-0.169037, -2.716861, 3.142151)
H (-1.229607, -3.574981, 2.069431)
H (-1.638697, -3.517701, 4.681201)
H (-3.318147, -1.140501, 4.378681)
C (2.907833, 2.395669, -1.935709)
C (1.883303, 3.483359, -2.376509)
O (0.745643, 2.846929, -2.882989)
O (2.959363, 1.138999, -2.591229)
H (2.787223, 2.293649, -0.857219)
H (3.864573, 2.893279, -2.094219)
H (2.206803, 4.160559, -3.166989)
H (1.642553, 4.173349, -1.567779)
H (0.070083, 3.489519, -2.654319)
H (3.763073, 0.667349, -2.360579)
C (0.804223, 2.890309, 1.186191)
C (-0.245587, 2.855069, 2.331311)
O (-0.539737, 1.528899, 2.679241)
O (2.056313, 2.527249, 1.649411)
H (0.819363, 3.907749, 0.795451)
H (0.587373, 2.145949, 0.420031)
H (-1.128067, 3.315899, 1.887491)
H (0.042013, 3.473119, 3.181841)
H (-1.044537, 1.077009, 1.999111)
H (2.525953, 3.288499, 1.998031)
C (4.682353, -3.859361, 0.816231)
C (3.345483, -4.539971, 0.546581)
O (2.743793, -3.987351, -0.677319)
O (5.641113, -3.613731, -0.210139)
H (5.084183, -4.210601, 1.766641)
H (4.392243, -2.875291, 1.184371)
H (2.811843, -4.403991, 1.487241)
H (3.477153, -5.620191, 0.484141)
H (2.032603, -3.381011, -0.457889)
H (5.178963, -3.029691, -0.815869)
C (0.336113, -1.737421, -4.661219)
C (-1.047477, -1.098651, -4.548489)
O (-1.042017, 0.215899, -3.978649)
O (1.110653, -1.441901, -3.475089)
H (0.883603, -1.321441, -5.506979)
H (0.147203, -2.809201, -4.600249)
H (-1.709667, -1.741561, -3.968589)
H (-1.462977, -1.036991, -5.554309)
H (-1.915507, 0.609739, -4.037899)
H (1.759653, -2.147461, -3.424289)

Forces on the atoms, in the same order (eV/Å):
Fe 0.5 -0.1 0.3
N -4.1 -0.2 0.0
O -0.3 0.8 0.5
O 2.1 -1.8 0.9
O 2.1 1.4 -1.7
C 0.1 -2.2 -0.8
C -2.1 -0.5 -1.8
O 1.4 0.8 0.8
O 1.0 0.3 1.7
H 0.2 0.2 -0.4
H 0.0 0.7 -0.1
H -0.3 -0.1 0.0
H 0.0 0.4 0.6
H -0.4 0.4 0.1
H 0.0 0.0 -0.3
C -2.3 -0.6 1.2
C 1.6 1.4 -0.9
O 0.0 -0.8 0.3
O -0.2 0.8 -0.4
H 0.1 -0.7 0.0
H 0.3 0.7 -0.5
H -0.5 0.6 0.1
H 0.1 0.5 0.3
H 0.6 -1.4 0.0
H 0.0 0.2 0.0
C -0.5 1.1 -0.8
C -0.3 -0.1 0.0
O 0.6 -1.0 0.9
O -1.1 -1.2 -0.5
H -0.1 0.4 0.2
H 0.2 -0.2 0.3
H 0.1 0.1 -0.6
H 0.2 0.6 -0.2
H -0.1 0.1 0.0
H 0.8 0.3 0.7
C 0.3 -1.1 -2.1
C 0.2 1.7 -2.6
O -0.7 -0.6 1.6
O 0.0 0.6 1.6
H 0.0 -0.6 -0.4
H 0.5 0.2 0.1
H 0.2 0.4 0.1
H 0.0 0.1 -0.2
H -0.3 -0.8 1.4
H 0.0 0.1 0.6
C 1.2 2.2 1.1
C 1.1 -1.0 -1.1
O 0.2 -0.9 0.1
O -1.6 0.7 -0.7
H -0.1 -0.5 0.1
H 0.3 0.0 0.2
H 0.8 -0.2 -0.2
H 0.0 -0.5 0.6
H -1.8 -0.2 -0.1
H 0.2 -0.2 0.2
C -0.8 0.3 1.1
C -0.3 -0.4 -2.3
O 0.3 0.1 1.5
O 1.7 -0.4 0.3
H -0.1 0.2 -0.5
H -0.6 0.3 -0.1
H -0.4 0.3 0.1
H 0.2 -0.4 0.2
H 0.1 0.0 -0.5
H 0.0 0.0 0.1
C -0.7 2.0 1.0
C 0.9 0.1 -1.0
O 0.5 -0.9 1.2
O -0.4 -1.1 0.3
H 0.8 -0.9 -0.5
H -0.3 0.5 -0.1
H -0.6 0.4 -0.3
H -0.2 -0.1 -0.8
H -0.1 0.2 0.3
H 0.0 0.0 -0.2
C -0.7 0.8 0.9
C -0.2 -0.4 -0.4
O 0.7 -0.5 0.0
O -0.7 0.1 -0.2
H -0.1 -0.5 -0.2
H 0.3 -0.2 -0.8
H 0.1 0.0 0.2
H 0.0 0.0 -0.2
H -0.4 0.5 0.2
H 0.7 -0.1 0.5

As for the spin multiplicity: 6. For the gap between HOMO and LUMO (alpha / beta), the calculation gives 3.46 / 9.22 eV. As for the HOMO energy (alpha / beta): -3.46 / -9.27 eV.

These are the Mulliken partial charges, in e, on atoms 1 to 2: number 1, Fe, carries 0.637; number 2, N, carries 0.648


What are the total energy values for these records? In order: -35212.7800 -61628.0592 -92138.5553 eV.